1.
DFT (the ωB97M-V functional and the def2-TZVPD basis) results for C44H51Ge2N2PSW as an isolated structure.

Calculated values
Frontier orbital gap (spin up / spin down) in eV: 6.04 / 5.72
Energy in hartree: -6776.2793

Geometry as ORCA input:
```
! wB97M-V def2-TZVPD RIJCOSX def2/J DEFGRID3
* xyz 3 2
W 0.52496 0.26566 -0.37700
C 2.20112 0.85673 -1.97774
C 1.95802 -0.52188 -2.16180
C 0.69052 -0.95309 -2.55419
C -0.37101 -0.03693 -2.69939
C -0.14355 1.33066 -2.49500
C 1.15882 1.76702 -2.18691
H 3.17971 1.22079 -1.70357
H 2.75305 -1.24097 -2.02568
H 0.50290 -2.00536 -2.71431
H -1.33383 -0.39027 -3.03560
H -0.94417 2.05267 -2.59391
H 1.34369 2.82907 -2.11233
C 4.53180 3.81866 1.92777
C 4.25120 3.97647 0.57594
C 2.99795 3.64809 0.08311
C 2.00404 3.16686 0.94375
C 2.30073 2.99546 2.29805
C 3.55744 3.32461 2.78394
P 0.36235 2.68443 0.36929
C -0.46625 3.99914 -0.51856
C -1.85285 3.86926 -0.63527
C -2.58973 4.85543 -1.26823
C -1.94834 5.97448 -1.78641
C -0.57308 6.11652 -1.65624
C 0.17164 5.13587 -1.01928
C -0.57840 2.05546 1.71238
C -1.16132 2.65484 2.82528
C -1.50238 1.82956 3.88023
C -1.21974 0.46071 3.81961
C -0.66253 -0.11698 2.69478
C -0.36154 0.67604 1.57452
H 5.50479 4.09161 2.31361
H 5.00250 4.37422 -0.09334
H 2.81409 3.80307 -0.97210
H 1.55360 2.61555 2.98312
H 3.76796 3.20994 3.83866
H -2.35656 3.01206 -0.20466
H -3.66469 4.76115 -1.34462
H -2.52466 6.74891 -2.27424
H -0.08192 7.00259 -2.03395
H 1.23235 5.29006 -0.87993
H -1.31291 3.72570 2.87463
H -1.95761 2.24406 4.76965
H -1.45837 -0.16339 4.67091
H -0.49663 -1.18472 2.68780
C 5.29131 -1.67473 -0.77923
N 4.33494 -0.97476 0.08715
C 4.65898 0.43453 0.33393
C 3.36727 -1.60524 0.76491
S 1.89171 -0.73295 1.28968
N 3.51438 -2.83997 1.20860
C 2.42284 -3.65733 1.75633
C 4.84012 -3.43653 1.46360
H 5.40102 -1.08416 -1.68968
H 4.91157 -2.65690 -1.04510
H 6.27609 -1.77313 -0.32397
H 5.49052 0.49783 1.03848
H 3.80710 0.96865 0.74618
H 4.97875 0.89880 -0.59772
H 1.45348 -3.27910 1.45932
H 2.49304 -3.66340 2.84406
H 2.54446 -4.67492 1.38837
H 5.58736 -2.65800 1.57168
H 5.12765 -4.13550 0.68054
H 4.76908 -3.97900 2.40379
C -5.35468 -1.65971 -1.33682
Ge -3.94394 -0.42473 -1.88279
C -4.39668 1.43523 -1.51210
C -3.55937 -0.59988 -3.79919
Ge -2.01233 -1.27880 -0.53753
C -1.35005 -2.96762 -1.27223
C -0.14073 -3.55883 -0.90359
C 0.22519 -4.80694 -1.38288
C -0.62539 -5.49373 -2.24169
C -1.83270 -4.92462 -2.61473
C -2.19007 -3.66833 -2.13726
C -2.67766 -1.64851 1.23879
C -2.39725 -2.85591 1.87734
C -3.00787 -3.16498 3.08513
C -3.91172 -2.27654 3.65338
C -4.21108 -1.07779 3.01480
C -3.59229 -0.76547 1.81562
H -6.31719 -1.20322 -1.57258
H -5.32684 -1.87426 -0.27048
H -5.28494 -2.59694 -1.88771
H -5.35742 1.64325 -1.98639
H -3.66352 2.11606 -1.94291
H -4.50178 1.63943 -0.44705
H -4.51681 -0.71296 -4.31090
H -2.96033 -1.47788 -4.04236
H -3.08612 0.29073 -4.21527
H 0.53152 -3.02801 -0.23596
H 1.16564 -5.25489 -1.08704
H -0.34860 -6.47027 -2.61477
H -2.50071 -5.45814 -3.27751
H -3.14456 -3.25369 -2.43994
H -1.71951 -3.57105 1.42457
H -2.79727 -4.10699 3.57384
H -4.39787 -2.52655 4.58698
H -4.93093 -0.39702 3.44957
H -3.82892 0.17559 1.32799
*
```

These are the Mulliken partial charges, in e, on atoms 1 to 99:
1. W 0.322
2. C -0.874
3. C -0.512
4. C -0.563
5. C -0.640
6. C -0.902
7. C -0.807
8. H 0.603
9. H 0.733
10. H 0.813
11. H 0.729
12. H 0.716
13. H 1.152
14. C -0.716
15. C -1.249
16. C -0.260
17. C 1.040
18. C -0.471
19. C -0.884
20. P 1.368
21. C 1.382
22. C -0.785
23. C -0.659
24. C -0.792
25. C -0.814
26. C -0.349
27. C -0.980
28. C -0.785
29. C -1.125
30. C -0.804
31. C 0.148
32. C 1.007
33. H 0.476
34. H 0.500
35. H 0.374
36. H 0.339
37. H 0.515
38. H 0.555
39. H 0.538
40. H 0.422
41. H 0.490
42. H 0.372
43. H 0.602
44. H 0.505
45. H 0.517
46. H 0.521
47. C -1.336
48. N 0.627
49. C -0.803
50. C 0.151
51. S -0.383
52. N 0.183
53. C -0.381
54. C -1.189
55. H 0.435
56. H 0.447
57. H 0.378
58. H 0.455
59. H -0.182
60. H 0.442
61. H -0.202
62. H 0.377
63. H 0.408
64. H 0.426
65. H 0.365
66. H 0.406
67. C -1.078
68. Ge 0.895
69. C -1.066
70. C -1.372
71. Ge -0.104
72. C 0.617
73. C 0.174
74. C -0.597
75. C -0.899
76. C -0.931
77. C -0.681
78. C 0.390
79. C -0.053
80. C -0.656
81. C -0.711
82. C -0.973
83. C 0.276
84. H 0.489
85. H 0.349
86. H 0.400
87. H 0.487
88. H 0.138
89. H 0.437
90. H 0.524
91. H 0.443
92. H 0.390
93. H 0.187
94. H 0.483
95. H 0.423
96. H 0.462
97. H 0.152
98. H 0.426
99. H 0.478

2.
DFT (the ωB97M-V functional and the def2-TZVPD basis) results for C44H51GeN5O3PSeZn as an isolated structure.

Calculated values
Frontier orbital gap in eV: 6.52
Energy in hartree: -8805.4443

Geometry as ORCA input:
```
! wB97M-V def2-TZVPD RIJCOSX def2/J DEFGRID3
* xyz 1 1
Zn 0.15144 -0.63602 -0.83081
C -0.41915 0.28626 6.94240
O 0.97500 0.58536 6.85220
C 1.80117 -0.42138 6.43172
C 2.79504 -0.86359 7.29261
C 3.66944 -1.86607 6.90366
C 3.54170 -2.44618 5.64863
C 2.56884 -1.99117 4.77156
C 1.71093 -0.95944 5.14548
N 0.74382 -0.44806 4.24340
C 0.98732 0.07519 3.00034
N 2.28111 0.04918 2.57854
C 2.76222 0.02845 1.25239
C 2.18476 -0.19131 -0.81820
C 3.34998 0.01696 -1.72232
C 4.54663 0.40287 -1.26896
C 4.97385 0.50736 0.13690
C 4.26077 0.26838 1.24554
O 4.83796 0.25777 2.47867
C 5.79148 -0.79448 2.71174
N 0.08881 0.65117 2.27583
C -1.24704 0.64006 2.73476
C -2.00889 -0.52131 2.70033
C -3.29610 -0.55467 3.22686
C -3.82849 0.59000 3.79259
C -3.09419 1.77134 3.81898
C -1.80693 1.80458 3.29369
O -0.99927 2.88987 3.31948
C -1.48612 4.06009 3.95560
H -0.77522 0.65150 7.90373
H -0.60175 -0.78921 6.88547
H -0.97755 0.79906 6.15277
H 2.87275 -0.39098 8.26359
H 4.43423 -2.20847 7.58826
H 4.19411 -3.25646 5.34952
H 2.45589 -2.44181 3.79096
H -0.15185 -0.18830 4.62160
H 2.98381 -0.21549 3.25419
H 3.22205 -0.17644 -2.78019
H 5.33989 0.54481 -1.99368
H 6.02687 0.71439 0.28883
H 6.71530 -0.61753 2.16099
H 5.37169 -1.75732 2.41651
H 5.98936 -0.78540 3.77953
H -1.56258 -1.40770 2.26230
H -3.86340 -1.47641 3.20880
H -4.82374 0.57106 4.21791
H -3.52486 2.65734 4.26367
H -0.70525 4.80566 3.84034
H -1.66920 3.88404 5.01863
H -2.40297 4.42148 3.48342
N 2.14762 0.94994 0.22142
P 0.53048 1.83701 0.13307
C 1.00717 2.51764 -1.53281
C 2.15182 3.27091 -1.79134
C 2.49303 3.61430 -3.08912
C 1.67614 3.23543 -4.14868
C 0.51234 2.52288 -3.90469
C 0.18633 2.16588 -2.60224
C 0.95413 3.34226 1.07580
C 0.31634 4.52027 0.68471
C 0.67530 5.73200 1.24988
C 1.67551 5.77884 2.21401
C 2.28475 4.60532 2.63217
C 1.92100 3.38658 2.07214
C 2.34593 -1.25532 0.30003
C 3.37700 -2.31548 0.19213
C 3.19840 -3.46331 0.87392
C 1.95491 -3.74540 1.53916
C 0.91389 -2.90460 1.30452
N 1.02908 -1.72866 0.64232
H 2.81154 1.69689 0.00051
H 2.78210 3.61498 -0.97518
H 3.40465 4.16689 -3.27641
H 1.94237 3.50893 -5.16151
H -0.12873 2.23120 -4.72662
H -0.72818 1.61071 -2.40941
H -0.45798 4.48596 -0.07421
H 0.18614 6.64329 0.93021
H 1.97833 6.72796 2.63702
H 3.05557 4.63275 3.39164
H 2.39460 2.48126 2.43021
H 4.24811 -2.14397 -0.42552
H 3.97208 -4.22278 0.86249
H 1.82208 -4.65017 2.11414
H -0.09057 -3.15929 1.63078
C -6.18625 -0.95264 -0.05892
Ge -5.64227 0.60463 -1.10379
C -5.09620 2.11193 0.01386
C -7.10100 1.10918 -2.29461
C -3.98395 0.15703 -2.10744
Se -2.63388 -0.53811 -0.88192
C -3.08596 -2.43376 -0.95888
H -7.10044 -0.72738 0.49104
H -5.41660 -1.23086 0.66286
H -6.38672 -1.80047 -0.71553
H -5.79551 2.27927 0.83288
H -5.05396 3.01893 -0.59174
H -4.10624 1.92414 0.43389
H -7.92131 1.47330 -1.67336
H -7.46530 0.25679 -2.86772
H -6.81874 1.90600 -2.98258
H -3.57142 1.07399 -2.53033
H -4.10270 -0.56954 -2.90959
H -3.82222 -2.66527 -0.19640
H -2.17752 -3.00568 -0.79134
H -3.48245 -2.65590 -1.94590
*
```

These are the Mulliken partial charges, in e, on atoms 1 to 99:
1. Zn -0.785
2. C -0.669
3. O -0.508
4. C 0.303
5. C -0.484
6. C -0.639
7. C -0.915
8. C 0.151
9. C -0.296
10. N 0.573
11. C -1.070
12. N 0.811
13. C 0.566
14. C 1.829
15. C -1.162
16. C -0.675
17. C -0.498
18. C -0.372
19. O -0.478
20. C -0.768
21. N 1.133
22. C -0.669
23. C -0.054
24. C -1.057
25. C -1.299
26. C -0.244
27. C 0.486
28. O 0.178
29. C -1.142
30. H 0.336
31. H 0.349
32. H 0.074
33. H 0.477
34. H 0.397
35. H 0.496
36. H 0.573
37. H 0.123
38. H 0.741
39. H 0.536
40. H 0.475
41. H 0.529
42. H 0.356
43. H 0.241
44. H 0.289
45. H 0.255
46. H 0.507
47. H 0.463
48. H 0.531
49. H 0.168
50. H 0.386
51. H 0.365
52. N -0.107
53. P 0.542
54. C 0.971
55. C -0.639
56. C -0.791
57. C -0.653
58. C -0.672
59. C -0.063
60. C 0.971
61. C -0.636
62. C -0.912
63. C -0.654
64. C -1.041
65. C -0.236
66. C 1.104
67. C -1.523
68. C -0.412
69. C -1.539
70. C 0.111
71. N -0.335
72. H 0.380
73. H 0.348
74. H 0.448
75. H 0.414
76. H 0.473
77. H 0.281
78. H 0.424
79. H 0.444
80. H 0.368
81. H 0.457
82. H 0.486
83. H 0.420
84. H 0.522
85. H 0.508
86. H 0.335
87. C -0.838
88. Ge 0.529
89. C -0.804
90. C -1.124
91. C -1.214
92. Se 0.290
93. C -1.181
94. H 0.409
95. H 0.040
96. H 0.349
97. H 0.403
98. H 0.381
99. H -0.073